1.
Density functional theory data (the ωB97M-V functional and the def2-TZVPD basis) for 12 unconnected molecules or ions with the total composition C36H72O36.

Output
energy above the lowest of the compared OMol25 structures with the same formula, charge and spin = 67.9 kcal per mole
LUMO level = 0.3983 eV
structure (SMILES) = COC(=O)OC.COC(=O)OC.COC(=O)OC.COC(=O)OC.COC(=O)OC.COC(=O)OC.COC(=O)OC.COC(=O)OC.COC(=O)OC.COC(=O)OC.COC(=O)OC.COC(=O)OC
DFT total energy = -112206.391 eV
frontier orbital gap = 10.73 eV
largest force on an atom = 3.55 eV/Å
HOMO level = -10.3 eV

ORCA input file:
```
! RIJCOSX wB97M-V def2-TZVPD def2/J DEFGRID3
* xyz 0 1
C -3.218 4.198 0.832
O -4.482 4.445 1.398
C -5.250 3.407 1.642
O -4.853 2.281 1.765
O -6.504 3.837 1.752
C -7.372 2.978 2.477
H -3.290 3.940 -0.224
H -2.684 3.432 1.398
H -2.546 5.048 0.931
H -7.538 2.015 2.003
H -8.330 3.486 2.593
H -7.038 2.905 3.515
C 5.007 -1.249 -3.063
O 5.180 0.112 -3.427
C 6.298 0.524 -3.979
O 7.025 -0.171 -4.650
O 6.559 1.767 -3.631
C 7.704 2.371 -4.239
H 5.821 -1.638 -2.454
H 4.942 -1.930 -3.912
H 4.088 -1.286 -2.486
H 7.564 2.482 -5.312
H 8.587 1.841 -3.891
H 7.746 3.384 -3.840
C -0.732 -5.315 -1.016
O -0.300 -4.057 -0.459
C 1.001 -3.974 -0.204
O 1.822 -4.843 -0.164
O 1.247 -2.692 0.120
C 2.328 -2.458 1.020
H -1.811 -5.225 -1.093
H -0.394 -6.132 -0.384
H -0.317 -5.401 -2.020
H 2.266 -2.996 1.968
H 2.401 -1.408 1.289
H 3.231 -2.781 0.499
C 0.279 4.570 0.174
O -0.139 3.945 1.365
C 0.630 4.122 2.449
O 1.666 4.714 2.476
O 0.059 3.416 3.419
C 0.763 3.406 4.653
H -0.447 4.400 -0.621
H 1.163 4.088 -0.258
H 0.504 5.631 0.273
H 1.568 2.672 4.591
H 0.101 3.026 5.433
H 1.072 4.388 5.001
C 6.766 -0.776 0.401
O 5.494 -0.500 0.997
C 5.272 0.738 1.464
O 6.067 1.638 1.447
O 4.032 0.783 1.913
C 3.414 2.050 2.108
H 7.362 0.131 0.492
H 6.630 -1.088 -0.626
H 7.249 -1.537 1.011
H 2.344 1.881 2.038
H 3.725 2.783 1.364
H 3.712 2.379 3.106
C 5.323 0.250 -7.276
O 4.228 0.963 -6.769
C 2.992 0.538 -6.931
O 2.622 -0.429 -7.547
O 2.211 1.283 -6.167
C 0.832 0.970 -6.049
H 5.712 -0.499 -6.580
H 6.226 0.865 -7.283
H 5.149 -0.166 -8.265
H 0.744 -0.117 -6.009
H 0.304 1.299 -6.944
H 0.418 1.397 -5.141
C -0.162 4.310 -3.734
O 0.850 4.920 -4.508
C 2.045 4.300 -4.633
O 2.863 4.681 -5.412
O 2.177 3.362 -3.722
C 3.420 2.660 -3.581
H 0.123 3.987 -2.728
H -0.417 3.355 -4.201
H -1.039 4.934 -3.584
H 3.717 2.144 -4.490
H 3.207 1.949 -2.790
H 4.257 3.314 -3.344
C -5.033 -6.633 4.298
O -4.618 -5.779 3.242
C -3.688 -4.876 3.562
O -3.194 -4.760 4.651
O -3.426 -4.169 2.480
C -2.470 -3.105 2.540
H -5.747 -7.361 3.932
H -5.448 -6.013 5.097
H -4.164 -7.104 4.762
H -2.271 -2.753 3.551
H -2.998 -2.322 1.992
H -1.579 -3.429 2.003
C 1.058 0.286 -1.641
O -0.130 0.181 -0.903
C -0.141 0.272 0.405
O 0.806 0.493 1.118
O -1.404 0.307 0.786
C -1.677 0.485 2.178
H 1.749 -0.546 -1.477
H 1.573 1.217 -1.402
H 0.883 0.213 -2.713
H -1.164 -0.321 2.704
H -2.758 0.463 2.270
H -1.257 1.449 2.472
C -3.502 1.149 -1.384
O -3.864 1.395 -2.740
C -2.987 1.428 -3.727
O -1.815 1.083 -3.611
O -3.601 1.763 -4.834
C -3.031 1.413 -6.081
H -2.566 1.632 -1.122
H -3.486 0.108 -1.065
H -4.323 1.575 -0.807
H -3.351 0.381 -6.270
H -1.945 1.386 -6.096
H -3.458 1.973 -6.906
C 0.671 -5.267 4.703
O 1.115 -3.980 4.345
C 0.618 -2.917 4.936
O -0.222 -2.914 5.804
O 1.138 -1.840 4.364
C 0.825 -0.564 4.826
H -0.408 -5.380 4.765
H 1.163 -5.582 5.627
H 1.042 -6.055 4.045
H 1.396 -0.275 5.713
H -0.212 -0.295 5.040
H 1.098 0.194 4.088
C -6.766 -4.752 5.383
O -5.871 -3.993 4.592
C -6.257 -2.836 4.095
O -7.303 -2.276 4.260
O -5.245 -2.351 3.393
C -5.469 -1.129 2.705
H -7.773 -4.811 4.967
H -6.867 -4.283 6.363
H -6.365 -5.755 5.489
H -4.507 -0.860 2.275
H -5.788 -0.255 3.275
H -6.232 -1.330 1.952
*
```

=====

2.
Density functional theory data (the ωB97M-V functional and the def2-TZVPD basis) for a single C18H18N2O6 molecule.

Output
energy above the lowest of the compared OMol25 structures with the same formula, charge and spin = 0.0 kcal per mole
LUMO level = 0.2003 eV
structure (SMILES) = CC1(C)OC(=O)C(=CN[C@H](Cc2c[nH]c3ccccc23)C(=O)O)C(=O)O1
DFT total energy = -34225.213 eV
frontier orbital gap = 8.54 eV
largest force on an atom = 1.07 eV/Å
HOMO level = -8.3 eV

ORCA input file:
```
! RIJCOSX wB97M-V def2-TZVPD def2/J DEFGRID3
* xyz 0 1
C -0.405 -3.268 3.721
C -0.422 -2.279 2.559
C -1.126 -0.970 2.931
O -1.116 -2.906 1.500
C -0.947 -2.470 0.227
O -1.728 -2.806 -0.626
C 0.246 -1.663 -0.019
C 0.449 -1.140 -1.272
N 1.554 -0.497 -1.634
C 1.683 0.273 -2.851
C 0.577 1.343 -2.985
C 0.461 2.131 -1.722
C 1.333 3.073 -1.257
N 0.929 3.525 -0.033
C -0.219 2.879 0.323
C -1.002 2.998 1.465
C -2.129 2.211 1.549
C -2.475 1.327 0.521
C -1.703 1.204 -0.611
C -0.550 1.983 -0.722
C 1.718 -0.616 -4.112
O 1.517 -0.178 -5.205
O 2.019 -1.897 -3.901
C 1.243 -1.518 1.026
O 2.344 -1.028 0.849
O 0.934 -2.000 2.243
H -1.424 -3.509 4.004
H 0.104 -4.177 3.411
H 0.125 -2.830 4.561
H -2.156 -1.180 3.204
H -0.613 -0.507 3.769
H -1.118 -0.284 2.086
H -0.327 -1.290 -2.014
H 2.220 -0.360 -0.869
H 2.653 0.781 -2.809
H 0.832 1.981 -3.831
H -0.375 0.859 -3.206
H 2.218 3.465 -1.722
H 1.398 4.227 0.513
H -0.736 3.686 2.254
H -2.762 2.276 2.421
H -3.370 0.730 0.622
H -1.994 0.522 -1.395
H 2.142 -2.101 -2.960
*
```